ORCA calculation (ωB97M-V with the def2-TZVPD basis set) on a 3-piece molecular cluster, C3H13N2O2S overall at a distorted geometry.

```
! wB97M-V def2-TZVPD RIJCOSX def2/J DEFGRID3
* xyz -1 1
C 0.6811 -0.5546 -0.6999
C -0.5186 -0.3893 -1.6843
S -0.6864 1.2749 -2.3099
N 0.3739 -0.9372 0.6754
C 1.4486 -1.5797 1.4827
N 2.2554 -0.5975 2.1771
H 1.3033 0.4813 -0.6558
H 1.4865 -1.2234 -1.0929
H -0.2738 -1.2082 -2.4491
H -1.3680 -0.7314 -1.1476
H -0.4656 -1.5498 0.6718
H 1.0118 -2.3159 2.1472
H 2.1102 -2.1445 0.7961
H 1.6185 0.1654 2.5437
H 2.8530 -0.1285 1.5737
H -3.3671 -0.6712 0.0268
H -2.3282 -0.6225 1.1885
O -3.1430 -1.0760 0.9222
H 0.7743 2.1902 0.2397
H 0.2653 1.7190 1.5622
O 0.5542 2.5166 1.2022
*
```

Output
LUMO, eV: 3.5476
ΔE to the lowest compared entry with this formula, charge and spin, kcal/mol: 42.6
HOMO energy, eV: -2.9
Gap between HOMO and LUMO, eV: 6.4332
M, g mol⁻¹: 141.2

***

ORCA calculation (ωB97M-V with the def2-TZVPD basis set) on a 3-piece molecular cluster, C36H56Cl2F2O10P2Si overall at a distorted geometry.

```
! wB97M-V def2-TZVPD RIJCOSX def2/J DEFGRID3
* xyz 0 1
C 5.0850 3.2770 1.3109
C 6.3531 3.0727 0.5374
Cl 7.4200 4.4301 0.5544
C 6.6678 1.9462 -0.1013
Cl 8.2329 1.8879 -0.8885
C 5.9701 0.6162 -0.2363
C 5.8858 0.0758 -1.6947
O 6.2442 0.5676 -2.7184
O 5.2297 -1.1106 -1.5935
C 4.8149 -1.3108 -0.2385
C 4.6360 0.1326 0.3788
C 4.6653 -0.1678 1.8846
C 5.7183 -0.8586 2.4831
C 5.7284 -1.1418 3.8323
C 4.7022 -0.7238 4.6623
C 3.6636 -0.0054 4.0965
C 3.6562 0.2691 2.7403
C 3.2728 0.5797 -0.1698
F 3.3133 0.7075 -1.5346
F 2.9007 1.8301 0.2597
C 2.0871 -0.3693 0.1411
C 0.8179 0.2986 0.6766
Si -0.3867 0.9927 -0.6268
C 0.2738 0.9305 -2.3810
C -1.9286 -0.0994 -0.5973
C -0.9767 2.7066 -0.1271
C -0.7735 3.2442 1.1412
C -1.2356 4.5106 1.4794
C -1.9410 5.2570 0.5482
C -2.1706 4.7350 -0.7129
C -1.6843 3.4770 -1.0512
H 5.2457 4.1053 2.0027
H 4.7672 2.4334 1.9105
H 4.3083 3.6382 0.6391
H 6.7086 -0.0598 0.2101
H 5.6756 -1.8319 0.1837
H 4.0162 -2.0323 -0.1051
H 6.5431 -1.2074 1.8765
H 6.5328 -1.7132 4.2765
H 4.6806 -0.9175 5.7252
H 2.8368 0.3672 4.6870
H 2.8385 0.8427 2.3330
H 2.4031 -1.1256 0.8602
H 1.8484 -0.9226 -0.7680
H 0.9695 1.0580 1.4395
H 0.2375 -0.4899 1.1676
H 0.8343 0.0156 -2.5754
H 0.8979 1.7889 -2.6271
H -0.5826 0.9085 -3.0593
H -1.6343 -1.1433 -0.7330
H -2.3762 -0.0240 0.3962
H -2.6402 0.2116 -1.3607
H -0.2505 2.6902 1.9118
H -1.0497 4.8918 2.4750
H -2.3047 6.2324 0.8430
H -2.7225 5.3350 -1.4248
H -1.8860 3.1119 -2.0526
C -9.5086 5.5115 -3.8877
C -8.7108 5.3779 -2.6043
O -8.4324 4.0156 -2.2863
P -7.2184 3.2432 -3.0217
O -6.0017 4.0714 -2.9339
O -6.9916 2.0339 -1.9792
C -5.7377 1.8467 -1.3241
C -5.7035 2.5467 0.0183
O -8.0581 2.2824 -4.0045
C -8.1264 2.4867 -5.4273
C -6.8485 3.0336 -6.0280
H -8.8978 5.2440 -4.7548
H -9.8467 6.5389 -4.0258
H -10.3780 4.8538 -3.8711
H -7.7828 5.9516 -2.6641
H -9.2874 5.7743 -1.7688
H -4.9162 2.1779 -1.9599
H -5.6164 0.7713 -1.1821
H -6.0262 3.5852 -0.0603
H -4.6936 2.5312 0.4321
H -6.3924 2.0611 0.7114
H -8.9744 3.1362 -5.6585
H -8.3492 1.5139 -5.8646
H -6.6048 4.0197 -5.6219
H -6.9511 3.1334 -7.1083
H -6.0075 2.3718 -5.8163
C 1.6592 -5.2611 -0.9147
C 2.3307 -4.4874 0.2035
O 1.6645 -4.6565 1.4514
P 1.9213 -5.9889 2.3373
O 3.3741 -6.1941 2.4761
O 1.4220 -5.4583 3.7752
C 2.2862 -5.4327 4.9109
C 2.9798 -4.0928 5.0378
O 0.5243 -6.7473 2.0934
C 0.4046 -7.9227 1.2698
C 1.6104 -8.8361 1.3313
H 1.8002 -6.3371 -0.7805
H 2.0852 -4.9895 -1.8811
H 0.5878 -5.0598 -0.9327
H 3.3830 -4.7716 0.2924
H 2.2950 -3.4198 -0.0183
H 3.0092 -6.2470 4.8700
H 1.6548 -5.6100 5.7827
H 3.4439 -3.8014 4.0950
H 3.7478 -4.1200 5.8125
H 2.2591 -3.3127 5.2901
H 0.1953 -7.6221 0.2403
H -0.4769 -8.4552 1.6253
H 2.5115 -8.3358 0.9642
H 1.4461 -9.7208 0.7169
H 1.8033 -9.1537 2.3570
*
```

Output
LUMO, eV: 0.4563
ΔE to the lowest compared entry with this formula, charge and spin, kcal/mol: 0.0
HOMO energy, eV: -8.9
Structure (SMILES): C/C(Cl)=C(/Cl)[C@@H]1C(=O)OC[C@]1(c1ccccc1)C(F)(F)CC[Si](C)(C)c1ccccc1.CCOP(=O)(OCC)OCC.CCOP(=O)(OCC)OCC
Gap between HOMO and LUMO, eV: 9.3786
M, g mol⁻¹: 847.8

***

ORCA calculation (ωB97M-V with the def2-TZVPD basis set) on C24H24IN2PPd as an isolated structure.

```
! wB97M-V def2-TZVPD RIJCOSX def2/J DEFGRID3
* xyz 2 1
Pd -1.6890 0.3520 1.0234
I -1.9546 -2.1951 0.9708
C -1.1725 -2.9267 -0.8358
C -1.7407 -4.1304 -1.1563
C -1.3392 -4.8225 -2.3090
C -0.3833 -4.2731 -3.1065
C 0.2085 -3.0282 -2.7912
C 1.2159 -2.5337 -3.6572
C 1.8475 -1.3586 -3.4013
C 1.4753 -0.6208 -2.2676
C 0.4916 -1.0382 -1.3922
P 0.2978 0.0611 0.0290
C 1.2740 -0.5623 1.4055
C 1.9722 -1.7635 1.2995
C 2.6535 -2.2661 2.3988
C 2.6354 -1.5774 3.6027
C 1.9369 -0.3806 3.7150
C 1.2536 0.1240 2.6230
C 0.9156 1.6776 -0.4682
C 1.9886 2.2772 0.1857
C 2.4368 3.5265 -0.2265
C 1.8277 4.1712 -1.2910
C 0.7660 3.5691 -1.9608
C 0.3103 2.3285 -1.5519
C -0.1746 -2.2945 -1.6303
H -2.5066 -4.5687 -0.5295
H -1.7914 -5.7748 -2.5461
H -0.0521 -4.7842 -4.0009
H 1.4780 -3.1245 -4.5255
H 2.6253 -0.9854 -4.0521
H 1.9962 0.3081 -2.0889
H 1.9969 -2.3031 0.3607
H 3.2029 -3.1934 2.3123
H 3.1702 -1.9704 4.4567
H 1.9308 0.1576 4.6531
H 0.7182 1.0642 2.7175
H 2.4898 1.7714 0.9996
H 3.2743 3.9877 0.2790
H 2.1867 5.1393 -1.6132
H 0.3090 4.0610 -2.8088
H -0.4879 1.8425 -2.1063
N -3.4108 0.7832 2.3258
C -3.5142 2.2619 2.4142
C -3.3117 2.8280 1.0348
N -1.9802 2.3905 0.5369
H -4.2848 0.3868 1.9883
H -3.2728 0.3999 3.2572
H -2.7170 2.5982 3.0793
H -4.4641 2.5861 2.8405
H -3.4013 3.9150 1.0410
H -4.0587 2.4358 0.3431
H -1.2441 2.9944 0.8972
H -1.9337 2.4772 -0.4737
*
```

Output
LUMO, eV: -6.8957
ΔE to the lowest compared entry with this formula, charge and spin, kcal/mol: 4.7
HOMO energy, eV: -14.1
Gap between HOMO and LUMO, eV: 7.2410
M, g mol⁻¹: 604.8

***

ORCA calculation (ωB97M-V with the def2-TZVPD basis set) on C22H39BiCl2N4O3S as an isolated structure at a distorted geometry.

```
! wB97M-V def2-TZVPD RIJCOSX def2/J DEFGRID3
* xyz 0 1
O 3.2124 0.9475 -2.9379
C 2.1116 1.5089 -3.2956
C 1.9503 2.9859 -2.9221
C 1.6496 3.3542 -1.6193
H 1.5154 2.5768 -0.8573
C 1.4849 4.7102 -1.3000
H 1.2225 4.9829 -0.2754
C 1.6712 5.6870 -2.2882
H 1.5704 6.7460 -2.0367
C 2.0121 5.3023 -3.5935
H 2.1730 6.0495 -4.3726
C 2.1590 3.9465 -3.9052
H 2.4185 3.6034 -4.9114
H 2.0560 1.4396 -4.3996
C 0.5893 -0.6509 -3.6421
C 0.5214 0.6441 -2.9326
H 0.2428 -0.5676 -4.6911
H -0.0672 -1.3885 -3.1488
H 1.6199 -1.0314 -3.6829
C -0.5901 1.4279 -2.8211
C -1.8503 1.1792 -3.5959
H -0.5554 2.3725 -2.2774
H -1.6891 1.3299 -4.6766
H -2.6348 1.8649 -3.2555
H -2.2064 0.1464 -3.4570
Bi -1.0766 -0.1082 -0.5943
Cl -3.1178 1.4181 -0.3328
Cl -2.1572 -2.1150 -1.7449
C -3.2260 -1.3766 1.5793
O -1.9722 -1.2982 1.4208
N -3.8111 -2.3235 2.3044
C -3.0877 -3.4842 2.8202
C -5.2650 -2.3565 2.4254
H -3.9090 -0.6515 1.1079
H -2.0139 -3.3506 2.6862
H -3.4219 -4.3961 2.3071
H -3.3226 -3.5984 3.8847
H -5.6590 -1.3833 2.1146
H -5.5523 -2.5479 3.4650
H -5.7016 -3.1421 1.7908
H 2.2895 -4.3596 -0.5058
H 4.7781 -2.7131 -1.2402
C 2.0458 -3.8612 -1.4539
C 4.0568 -2.4797 -2.0386
N 2.6873 -2.5535 -1.5434
H 0.9601 -3.7454 -1.5273
C 2.1298 -1.4976 -0.9462
O 1.0496 -1.5792 -0.3029
H 4.2423 -1.4643 -2.4063
H 2.6778 -0.5437 -1.0631
H 2.4225 -4.4721 -2.2773
H 4.1765 -3.2144 -2.8410
C -1.9053 1.9545 3.1505
N -0.9742 0.9252 3.5970
C -0.9952 0.5864 5.0145
C 0.1054 0.6430 2.8353
S 0.4148 1.5277 1.4119
N 0.9476 -0.3469 3.2633
C 0.3690 -1.6108 3.7282
C 2.2462 -0.4741 2.6170
H -2.6246 2.1256 3.9556
H -2.4249 1.6293 2.2399
H -1.3685 2.8879 2.9316
H -1.5981 -0.3161 5.1855
H 0.0224 0.4400 5.3894
H -1.4680 1.4128 5.5551
H 1.0535 -2.4203 3.4524
H 0.2840 -1.6111 4.8205
H -0.6117 -1.7959 3.2706
H 2.1429 -0.8985 1.6086
H 2.7136 0.5131 2.5528
H 2.8619 -1.1410 3.2275
*
```

Output
LUMO, eV: 0.0717
ΔE to the lowest compared entry with this formula, charge and spin, kcal/mol: 30.3
HOMO energy, eV: -6.6
Gap between HOMO and LUMO, eV: 6.7201
M, g mol⁻¹: 719.5

***

ORCA calculation (ωB97M-V with the def2-TZVPD basis set) on C30H33AsCuF6N4 as an isolated structure.

```
! wB97M-V def2-TZVPD RIJCOSX def2/J DEFGRID3
* xyz 0 2
Cu -0.2925 0.2947 0.2199
F -0.6716 -1.1609 -1.0404
As -1.5927 -2.0539 -2.3516
F -0.1838 -2.9992 -2.5762
F -2.1298 -3.1085 -1.1046
F -2.4594 -2.8818 -3.5610
F -2.9322 -1.0130 -2.0033
F -0.9930 -0.8693 -3.4415
N -6.8931 2.7812 1.0738
C -7.8032 3.7731 1.3710
C -9.1862 3.7673 1.5347
C -9.7774 4.9796 1.8249
C -9.0191 6.1568 1.9526
C -7.6502 6.1533 1.7888
C -7.0336 4.9380 1.4859
N -5.6987 4.6530 1.2559
C -5.6578 3.3730 1.0164
C -4.4249 2.6345 0.7131
C -4.3609 1.2478 0.7168
C -3.1575 0.6257 0.4403
N -2.0432 1.3091 0.1653
C -2.1088 2.6475 0.1459
C -3.2659 3.3440 0.4136
H -7.1058 1.8196 0.8802
H -9.7689 2.8589 1.4453
H -10.8505 5.0277 1.9554
H -9.5273 7.0837 2.1862
H -7.0599 7.0551 1.8901
H -5.2245 0.6349 0.9388
H -3.0796 -0.4510 0.4260
H -1.1880 3.1663 -0.0953
H -3.2936 4.4248 0.3974
C 3.0722 2.4311 -2.7333
C 2.9505 2.5428 -1.2343
C 3.6693 3.4982 -0.5175
C 3.5679 3.5899 0.8700
C 4.3598 4.6225 1.6350
C 2.7248 2.7292 1.5531
C 1.9591 1.7602 0.8689
C 2.1247 1.6848 -0.5355
N 1.0507 0.8793 1.4154
C 0.7816 0.7649 2.8549
C 0.1754 2.0594 3.4371
C -0.1480 1.8622 4.9226
C -1.1905 0.7503 5.0766
C -0.6227 -0.5532 4.5066
C 0.6340 -0.9446 5.2884
C 1.6837 0.1583 5.1287
C 1.1315 1.4798 5.6778
C 2.0324 0.3246 3.6450
C -0.2683 -0.3467 3.0304
H 3.8345 3.1067 -3.1181
H 2.1250 2.6747 -3.2172
H 3.3324 1.4135 -3.0275
H 4.3311 4.1751 -1.0480
H 5.0148 5.1882 0.9738
H 4.9761 4.1499 2.4020
H 3.6951 5.3281 2.1375
H 2.6617 2.8370 2.6242
H 1.5994 0.8986 -1.0743
H -0.7394 2.2912 2.8791
H 0.8484 2.9076 3.3124
H -0.5455 2.7974 5.3238
H -2.1097 1.0261 4.5476
H -1.4474 0.6173 6.1319
H -1.3681 -1.3477 4.5831
H 1.0297 -1.8952 4.9175
H 0.3875 -1.0792 6.3462
H 2.5906 -0.1153 5.6726
H 1.8803 2.2726 5.5714
H 0.9160 1.3774 6.7458
H 2.3832 -0.6249 3.2286
H 2.8456 1.0392 3.5385
H -1.1788 -0.0700 2.4840
H 0.1165 -1.2748 2.5944
*
```

Output
LUMO (alpha / beta), eV: -0.6538 / -1.8760
ΔE to the lowest compared entry with this formula, charge and spin, kcal/mol: 2.1
HOMO energy (alpha / beta), eV: -8.5 / -8.7
Gap between HOMO and LUMO (alpha / beta), eV: 7.8418 / 6.8283
M, g mol⁻¹: 702.1

***

ORCA calculation (ωB97M-V with the def2-TZVPD basis set) on one molecule with the formula C20H18O6.

```
! wB97M-V def2-TZVPD RIJCOSX def2/J DEFGRID3
* xyz 0 1
C 0.2900 1.0205 -5.6977
C 0.5762 0.2385 -4.4439
O 1.5984 0.2885 -3.8123
O -0.4751 -0.5246 -4.1203
C -0.3956 -1.3091 -2.9677
C 0.4476 -2.4076 -2.9131
C 0.5044 -3.1619 -1.7555
C -0.2554 -2.8144 -0.6420
C -0.1099 -3.5513 0.6168
C 0.0251 -2.9720 1.8113
C 0.1284 -1.5245 2.0112
C -0.5818 -0.8967 3.0271
C -0.5543 0.4872 3.1541
O -1.3678 1.0067 4.1473
C -1.1399 2.1853 4.7565
C -2.2331 2.4520 5.7578
O -0.2005 2.9022 4.5535
C 0.1876 1.2654 2.2786
C 0.9323 0.6233 1.2992
O 1.7105 1.3716 0.4209
C 1.0983 1.8974 -0.6591
C 2.0905 2.5795 -1.5521
O -0.0813 1.8008 -0.8649
C 0.9194 -0.7507 1.1634
C -1.1337 -1.7347 -0.7369
C -1.2041 -0.9814 -1.8894
H 0.0349 0.3359 -6.5028
H -0.5621 1.6736 -5.5255
H 1.1603 1.6096 -5.9698
H 1.0627 -2.6605 -3.7639
H 1.1751 -4.0069 -1.7006
H -0.1137 -4.6309 0.5400
H 0.0565 -3.5803 2.7049
H -1.1930 -1.4698 3.7073
H -3.1926 2.1454 5.3511
H -2.2410 3.5069 6.0126
H -2.0384 1.8719 6.6578
H 0.2020 2.3399 2.3473
H 1.6656 3.5039 -1.9327
H 2.2800 1.9140 -2.3950
H 3.0180 2.7656 -1.0212
H 1.5125 -1.2130 0.3911
H -1.7525 -1.4745 0.1076
H -1.8504 -0.1211 -1.9510
*
```

Output
LUMO, eV: 0.5397
ΔE to the lowest compared entry with this formula, charge and spin, kcal/mol: 0.0
HOMO energy, eV: -8.3
Structure (SMILES): CC(=O)Oc1ccc(/C=C\c2cc(OC(C)=O)cc(OC(C)=O)c2)cc1
Gap between HOMO and LUMO, eV: 8.8746
M, g mol⁻¹: 354.4